A molecular structure, C60H49F4NO2P2Pd at a distorted geometry, computed with ωB97M-V/def2-TZVPD.

Atoms and positions in Å:
F: 1.617301 5.160569 2.649063
C: 0.658473 4.172235 2.679968
C: -0.357382 4.264247 3.622070
C: -1.350843 3.293340 3.562986
F: -2.456539 3.416334 4.378136
C: -1.312248 2.221328 2.677716
C: -0.273100 2.154250 1.725246
C: -0.276492 1.031797 0.755620
C: 0.953343 0.790526 -0.003889
C: 1.539639 -0.406094 -0.347464
C: 0.863610 -1.682558 -0.371248
C: 0.913873 -2.474609 -1.547669
C: 0.278752 -3.704679 -1.562747
F: 0.289531 -4.429546 -2.731088
C: -0.407041 -4.214710 -0.459053
C: -0.488821 -3.382951 0.650959
F: -1.257066 -3.820719 1.715940
C: 0.134585 -2.146229 0.742540
Pd: -1.931837 1.864321 -0.421033
P: -2.127821 3.797071 -1.560962
C: -0.449235 4.491629 -1.607831
C: 0.479808 3.937046 -2.505899
C: 1.775095 4.454371 -2.577925
C: 2.153200 5.503221 -1.734291
C: 1.251251 6.011590 -0.796342
C: -0.048024 5.504991 -0.724887
C: -2.635291 3.814620 -3.307526
C: -2.195620 4.846651 -4.159136
C: -2.593956 4.871857 -5.496010
C: -3.433605 3.872062 -5.993266
C: -3.884142 2.848845 -5.151828
C: -3.490420 2.820298 -3.812589
C: -3.182305 5.011827 -0.712311
C: -4.018251 5.891152 -1.424929
C: -4.846584 6.779955 -0.737394
C: -4.869865 6.782532 0.660729
C: -4.057283 5.898633 1.376931
C: -3.217912 5.018350 0.693416
P: -3.722948 0.496451 -0.489177
C: -3.985899 -0.040103 1.225537
C: -4.994638 0.514942 2.033973
C: -5.029379 0.207412 3.395521
C: -4.073903 -0.642963 3.956195
C: -3.092753 -1.230224 3.150483
C: -3.048423 -0.926567 1.787997
C: -5.253274 1.245523 -1.123230
C: -6.022636 0.607768 -2.116235
C: -7.040914 1.307228 -2.763925
C: -7.310736 2.634169 -2.420699
C: -6.599219 3.251781 -1.389427
C: -5.590818 2.554126 -0.725237
C: -3.462568 -1.039831 -1.421311
C: -4.009599 -2.260912 -0.984566
C: -3.877909 -3.404241 -1.768872
C: -3.211279 -3.343790 -2.992861
C: -2.659136 -2.138788 -3.430350
C: -2.765336 -0.991268 -2.642785
C: 0.745593 3.140195 1.747106
H: -0.386415 5.068165 4.357188
H: -2.101944 1.467202 2.651721
H: -0.821177 0.164690 1.131964
H: 1.460525 1.714855 -0.309694
H: 2.501079 -0.357909 -0.876541
H: 1.423666 -2.094837 -2.433736
H: -0.886180 -5.189590 -0.463072
H: 0.100227 -1.556861 1.658219
H: 0.180324 3.108915 -3.156539
H: 2.482592 4.044164 -3.301266
H: 3.156612 5.923572 -1.805330
H: 1.552077 6.810006 -0.115796
H: -0.757486 5.903675 0.003815
H: -1.536893 5.626414 -3.767759
H: -2.243156 5.678551 -6.142460
H: -3.736978 3.893755 -7.039305
H: -4.545205 2.070948 -5.542794
H: -3.852269 2.028547 -3.146298
H: -4.013544 5.871219 -2.515526
H: -5.474560 7.471168 -1.303161
H: -5.525849 7.473735 1.189927
H: -4.077498 5.889329 2.469374
H: -2.600794 4.313215 1.259471
H: -5.744438 1.168486 1.585222
H: -5.812927 0.641695 4.019311
H: -4.091718 -0.852467 5.024663
H: -2.367868 -1.928683 3.574565
H: -2.275098 -1.372415 1.151862
H: -5.815254 -0.432099 -2.376460
H: -7.613008 0.810395 -3.547305
H: -8.077607 3.188169 -2.960696
H: -6.816337 4.284145 -1.108055
H: -5.038121 3.042857 0.083198
H: -4.551144 -2.313671 -0.039667
H: -4.301709 -4.345684 -1.420434
H: -3.111491 -4.241000 -3.603000
H: -2.139019 -2.098472 -4.389491
H: -2.303462 -0.054847 -2.973898
H: 1.548150 3.133291 1.010905
C: -0.959439 -8.048816 2.875611
C: 0.350774 -7.393114 3.223809
O: 0.176555 -5.972046 3.191411
C: 1.294237 -5.293776 3.588014
C: 1.079541 -3.856619 3.663149
C: 1.790808 -3.073053 4.581065
C: 3.031384 -3.501483 5.170783
C: 3.661677 -2.702287 6.120797
N: 3.147651 -1.541707 6.533472
C: 1.995583 -1.106429 6.018202
C: 1.294497 -1.808739 5.038389
O: 2.330840 -5.907448 3.864896
H: -0.800882 -9.121677 2.710634
H: -1.677156 -7.965335 3.698872
H: -1.409675 -7.630415 1.965715
H: 0.666958 -7.710433 4.230923
H: 1.131097 -7.677227 2.500937
H: 0.221841 -3.436158 3.165108
H: 3.449625 -4.462811 4.901463
H: 4.603620 -3.033928 6.560837
H: 1.595102 -0.165645 6.395635
H: 0.331508 -1.437254 4.688114

Forces on atoms 1 to 2 (eV/Å):
-0.876 -0.931 0.137
0.662 0.014 -0.496

For the total energy, the calculation gives -101524.944 eV. Its total charge is 0. Its largest force on an atom is 2.06 eV Å⁻¹. As for the HOMO-LUMO gap: 2.0 eV.